# 1
10 unconnected molecules or ions with the total composition C33H87Cl12N9O7P4 in a non-equilibrium geometry. Source: OMol25; level of theory: ωB97M-V/def2-TZVPD.

```
152
Properties=species:S:1:pos:R:3:forces:R:3
C 0.46922 2.35603 -0.34947 1.175 0.538 -1.234
N -0.68645 1.71213 0.17287 -1.394 -0.833 0.168
C -1.95460 2.45809 0.10518 -0.197 -1.274 -0.861
P -0.84724 0.05732 -0.13607 -0.710 0.713 -0.589
O -2.26190 -0.41121 -0.00386 0.704 0.409 0.236
N -0.35897 -0.31315 -1.68706 -0.246 0.156 0.464
C 1.02219 -0.40081 -2.11915 -0.287 0.568 0.757
C -1.35696 -0.28837 -2.74263 -1.042 1.163 0.889
N 0.29480 -0.58872 0.83300 0.822 -0.627 -0.651
C 0.65459 -1.95760 0.53129 -0.024 -0.865 -1.078
C 1.12382 0.07837 1.80091 -1.343 1.599 0.544
H 1.33715 1.66094 -0.19329 -0.496 1.043 -0.362
H 0.65907 3.29112 0.21150 0.035 -0.385 -0.236
H 0.38238 2.65723 -1.46803 0.178 -0.617 1.508
H -2.65317 1.86962 0.71311 -0.049 0.678 0.037
H -2.37719 2.42706 -0.94020 0.363 0.496 0.784
H -1.80376 3.47357 0.45480 -0.127 0.085 0.068
H 1.12283 0.22774 -2.98709 0.417 0.284 -0.467
H 1.67494 0.03696 -1.32718 -0.145 -0.876 -0.724
H 1.21303 -1.43755 -2.39638 0.656 0.017 0.129
H -0.89931 -0.61661 -3.66610 -0.075 -0.204 -0.122
H -2.21489 -0.89754 -2.42470 0.294 -0.239 -0.457
H -1.81217 0.75017 -2.87410 0.733 -0.915 -0.156
H 1.64180 -2.13686 -0.01826 -1.351 0.642 0.103
H 0.82405 -2.49887 1.43296 -0.162 -0.412 0.989
H -0.24359 -2.41205 0.02599 1.255 0.070 0.171
H 2.09564 0.46891 1.43183 -0.430 -0.285 0.124
H 1.23821 -0.59026 2.62464 0.491 -0.604 0.465
H 0.47869 0.89152 2.23781 0.920 -0.401 -0.522
C -5.55293 -2.59940 5.11362 0.724 1.906 -0.587
N -4.26436 -2.81828 4.37079 -0.875 0.313 -0.144
C -4.39304 -3.18361 2.94239 -0.858 -0.791 0.915
P -2.82168 -2.56512 5.12130 -0.659 -0.397 0.770
O -2.87258 -2.78804 6.57856 -0.151 0.291 0.105
N -1.80959 -3.60086 4.36032 0.974 0.768 -0.877
C -2.02834 -5.02421 4.43529 1.718 0.676 -1.704
C -0.48889 -3.20589 3.90102 0.515 0.355 2.306
N -2.35525 -1.06598 4.69631 1.104 1.435 0.584
C -2.72699 -0.34093 3.49793 0.675 -0.471 -0.422
C -1.26471 -0.36694 5.37550 -0.082 0.478 -0.600
H -5.98027 -3.56978 5.16615 -1.095 -0.594 0.125
H -6.18203 -1.81226 4.59439 0.459 -1.232 0.140
H -5.46639 -2.16690 6.13844 0.697 -0.676 -0.751
H -4.43430 -2.32674 2.23820 0.123 -0.503 0.442
H -5.36273 -3.73856 2.85993 0.668 0.432 -0.158
H -3.60068 -3.90949 2.67441 -0.373 0.706 0.070
H -2.21294 -5.41622 3.42200 -0.238 -0.189 0.294
H -1.13367 -5.50961 4.79783 0.232 -0.295 0.339
H -2.80745 -5.16548 5.09030 -1.907 -0.874 1.344
H -0.41341 -2.26351 3.40945 -0.619 1.244 0.011
H 0.30488 -3.15005 4.77378 -1.196 -0.681 -1.808
H -0.30604 -3.83752 3.08325 1.226 -1.493 -0.715
H -3.02246 0.68088 3.78048 0.091 -0.219 -0.379
H -1.87010 -0.34754 2.76095 -0.708 0.352 0.617
H -3.53023 -0.86716 3.00787 -0.369 0.261 -0.052
H -0.60458 0.02253 4.60809 0.130 0.462 -0.282
H -0.60281 -0.92047 5.97744 0.369 -1.577 0.795
H -1.55233 0.44491 6.03469 -0.596 0.357 -0.165
C 4.10933 3.40640 -2.12344 -1.873 -0.522 0.532
N 5.02743 2.34684 -1.71261 -0.226 1.332 -0.018
C 5.90245 1.98360 -2.78703 0.499 0.552 -0.712
P 5.27798 2.04265 -0.10889 0.277 1.756 0.036
O 4.01808 1.81752 0.63738 0.088 -0.176 0.163
N 6.26722 0.70923 -0.17677 0.369 -0.593 1.177
C 7.69782 0.84130 0.13118 0.277 0.167 -0.988
C 5.76239 -0.61159 0.30915 -0.185 -0.114 0.048
N 6.07483 3.48118 0.47170 -0.776 -2.274 0.998
C 6.47475 3.58876 1.87470 0.971 -0.962 0.535
C 6.73104 4.45409 -0.34628 -0.665 -0.275 0.165
H 4.49075 4.39891 -2.40982 0.575 -0.383 0.191
H 3.36390 3.56387 -1.30084 0.547 -0.084 -0.726
H 3.56004 3.02259 -3.00457 0.083 0.300 0.405
H 6.47146 2.88872 -3.18225 -0.335 -1.092 0.504
H 5.27023 1.63225 -3.61045 0.237 -0.084 -0.064
H 6.55154 1.17552 -2.45800 0.198 0.158 -0.268
H 8.09621 1.83153 -0.03153 -0.483 0.781 0.459
H 7.93849 0.48856 1.13459 0.058 0.077 -0.017
H 8.32197 0.34449 -0.61412 -0.212 -0.872 0.117
H 5.67703 -1.41184 -0.45036 0.090 0.728 -0.185
H 6.55666 -0.95529 0.97352 -0.453 -0.262 0.373
H 4.77649 -0.57747 0.83223 0.879 0.367 -0.325
H 6.10272 4.47299 2.41161 0.235 0.078 -0.549
H 6.15416 2.75804 2.49236 -0.729 -0.412 -0.182
H 7.58602 3.45574 2.00765 -0.666 0.758 -0.358
H 6.66705 5.37468 0.20476 0.186 0.695 0.018
H 6.14954 4.54313 -1.23317 0.027 0.344 -0.929
H 7.75779 4.22209 -0.55728 0.757 -0.087 -0.211
C -4.14672 -4.61520 -3.65068 0.560 0.992 -1.438
O -3.47393 -5.37308 -2.66040 -1.079 -0.854 -0.591
P -2.17318 -5.06939 -1.89017 0.760 -0.689 1.219
O -1.70074 -6.17736 -1.02331 -0.249 1.111 -1.099
O -1.26881 -4.51331 -3.05806 -0.970 -0.826 -0.431
C 0.05662 -4.12896 -2.95102 0.190 1.558 -0.787
O -2.47127 -3.73129 -1.12791 0.085 1.214 1.587
C -2.70909 -3.68371 0.31908 0.766 -2.506 -0.106
H -3.45076 -3.95312 -4.27197 -0.806 -0.802 1.183
H -4.97801 -4.03912 -3.24177 0.351 0.183 0.329
H -4.60645 -5.28821 -4.37167 0.171 -0.335 0.115
H 0.32387 -3.79614 -1.97928 -0.029 0.763 1.050
H 0.18577 -3.32490 -3.70504 0.264 -0.399 0.558
H 0.72222 -4.91643 -3.13686 0.818 -1.363 -0.683
H -2.53969 -2.69302 0.68657 0.236 0.629 -0.161
H -1.99151 -4.45822 0.83713 -1.476 1.461 -0.922
H -3.76111 -3.96083 0.49229 0.472 -0.038 -0.011
Cl -6.78332 -0.06278 -1.89177 0.143 -0.093 -0.343
C -5.31241 0.15270 -0.90050 -0.277 0.742 0.247
C -5.36488 -0.65612 0.34626 0.126 -1.155 1.480
Cl -6.77167 -0.24878 1.47911 0.801 -0.034 -0.769
H -5.29134 1.20806 -0.62351 0.025 -0.015 -0.130
H -4.40555 -0.05918 -1.46989 -0.215 -0.250 0.025
H -4.44485 -0.46361 0.92806 -0.457 -0.016 -0.362
H -5.44677 -1.75906 0.21302 0.013 0.894 -0.256
Cl -1.91648 -0.87859 -7.34904 -0.094 0.002 0.215
C -2.65583 -0.84724 -5.73025 -0.721 1.536 1.012
C -4.20457 -0.69999 -5.76541 1.720 -2.303 0.399
Cl -4.96587 -2.28092 -6.19587 0.046 -0.100 -0.048
H -2.24064 0.03014 -5.14011 -0.510 -0.909 -1.057
H -2.37596 -1.73463 -5.18164 0.052 -0.344 -0.096
H -4.51026 -0.09033 -6.55169 -0.506 1.552 -0.816
H -4.58573 -0.50234 -4.78108 -0.128 0.616 0.269
Cl -5.13994 4.15079 -2.23259 0.109 -0.250 -0.011
C -5.73083 3.37302 -3.73566 0.193 -0.754 0.700
C -4.80270 3.61893 -4.89555 0.128 0.681 0.219
Cl -3.25450 2.74163 -4.61486 0.006 0.266 -0.088
H -6.70108 3.79422 -3.85976 -0.658 0.487 -0.578
H -5.90819 2.29027 -3.55404 0.465 0.665 0.006
H -4.60075 4.71542 -5.06614 -0.086 -1.304 0.209
H -5.22971 3.15320 -5.76975 -0.120 0.100 -0.400
Cl 0.95455 3.23048 4.56137 -0.289 -0.427 0.508
C 1.61876 3.50575 2.94388 1.019 -1.199 0.262
C 3.13226 3.73610 2.99436 -1.381 -0.607 -0.477
Cl 3.62398 5.10441 3.99878 0.059 0.110 -0.250
H 1.05483 4.33498 2.59195 -0.251 0.567 -0.782
H 1.50266 2.56195 2.34461 -0.207 1.200 0.447
H 3.36822 3.83715 1.93119 0.756 0.246 0.341
H 3.55193 2.81868 3.40959 0.331 0.473 -0.187
Cl 3.42027 -1.39983 3.73910 -0.090 -0.860 -0.356
C 3.43741 0.31919 4.04908 2.174 0.533 1.511
C 4.25579 0.48535 5.35771 -1.089 0.381 0.741
Cl 4.53258 2.17556 5.79501 0.087 0.943 -0.239
H 2.44146 0.72769 4.06670 -0.230 0.151 0.176
H 4.10023 0.82469 3.35158 -0.528 -0.135 -0.796
H 5.23556 0.07029 5.32901 0.576 -0.617 -0.650
H 3.81687 0.13003 6.27794 -0.622 -0.686 -0.213
Cl 0.94645 3.89377 -4.23176 -0.158 -0.293 -0.019
C 0.74178 2.96932 -5.75846 2.324 1.182 -0.107
C 1.18927 1.54952 -5.67907 -1.353 -0.355 -1.025
Cl 2.87475 1.44528 -5.26104 0.652 -0.419 0.136
H 1.29971 3.54706 -6.50273 0.135 -0.282 0.141
H -0.24277 3.04809 -6.03905 -2.515 -0.038 -0.392
H 0.98354 1.05332 -6.67220 0.425 0.492 0.992
H 0.54484 1.06516 -4.94826 0.356 -0.348 0.223
```
Forces are in eV/Å.

The value obtained for the HOMO energy is -8.4 eV. For the HOMO-LUMO gap, the calculation gives 8.6 eV. The structure (SMILES) is CN(C)P(=O)(N(C)C)N(C)C.CN(C)P(=O)(N(C)C)N(C)C.CN(C)P(=O)(N(C)C)N(C)C.COP(=O)(OC)OC.ClCCCl.ClCCCl.ClCCCl.ClCCCl.ClCCCl.ClCCCl. The charge is 0.

---

# 2
2 unconnected molecules or ions with the total composition C24H21F3O2 in a non-equilibrium geometry. Source: OMol25; level of theory: ωB97M-V/def2-TZVPD.

```
50
Properties=species:S:1:pos:R:3:forces:R:3
C 4.09636 0.55251 1.91039 -0.239 -0.399 0.325
C 2.68585 1.08882 1.77388 0.745 0.981 -0.495
O 1.71391 0.21763 2.29496 -0.822 -0.205 0.132
C 0.47344 0.77876 2.12673 -1.040 0.131 0.128
C -0.63910 -0.03426 2.51761 0.787 -0.553 -0.023
C -1.98316 0.36067 2.43360 0.031 0.217 -0.175
C -2.36100 1.69862 2.18883 0.131 0.350 -0.061
C -3.67963 2.04861 2.05983 -0.123 -0.045 -0.043
C -4.66218 1.07641 2.13525 -0.486 0.182 -0.167
C -4.32398 -0.24497 2.37355 -0.050 -0.256 0.001
C -3.01199 -0.60080 2.54405 0.127 0.033 0.052
O 0.31901 1.89998 1.64667 0.793 -0.184 -0.180
H 4.81615 1.11217 1.30860 -0.246 0.107 0.034
H 4.42726 0.58199 2.94953 0.012 -0.009 -0.005
H 4.13457 -0.48692 1.58647 0.033 -0.090 -0.081
H 2.56051 2.05222 2.28620 0.287 -0.080 -0.241
H 2.42442 1.25512 0.72085 0.248 0.115 0.151
H -0.42272 -1.04160 2.82153 0.084 -0.309 0.135
H -1.58922 2.44236 2.09489 -0.052 0.014 0.066
H -3.95272 3.07782 1.88127 -0.008 0.109 -0.010
H -5.69626 1.34611 1.99714 -0.201 0.046 0.011
H -5.09219 -1.00222 2.40055 -0.117 -0.079 0.090
H -2.74712 -1.62553 2.73773 0.077 -0.270 0.022
F 5.44763 -1.56975 -0.93427 0.742 0.430 -0.393
C 5.23124 -0.47921 -1.69865 -2.169 0.371 -0.065
F 5.78564 0.60730 -1.12194 0.593 -0.753 -0.355
F 5.73894 -0.66956 -2.93304 0.659 -0.041 0.649
C 3.72968 -0.26352 -1.81676 0.293 0.139 0.180
C 3.19034 1.00915 -1.74652 0.418 0.176 -0.038
C 1.83204 1.19301 -1.77560 -0.194 -0.041 -0.035
C 0.94853 0.10024 -1.87290 0.120 -0.069 -0.021
C -0.44002 0.37518 -1.85828 -0.282 -0.045 0.111
C -1.56366 -0.48536 -1.80831 0.228 0.042 0.065
C -2.83666 0.07820 -2.03765 -0.021 0.047 0.014
C -3.96637 -0.69958 -2.03372 -0.122 0.280 -0.107
C -3.87896 -2.05538 -1.78099 -0.188 -0.237 -0.004
C -2.65235 -2.62862 -1.50555 0.026 -0.161 0.070
C -1.51401 -1.86352 -1.51422 0.215 0.050 0.186
C 1.52667 -1.17656 -2.01875 -0.047 -0.043 -0.070
C 2.88777 -1.34702 -1.98863 0.206 -0.197 -0.001
H 3.85830 1.84919 -1.65557 -0.011 0.211 0.067
H 1.41960 2.18519 -1.70538 -0.054 0.202 0.076
H -0.68667 1.42206 -1.90307 -0.061 0.310 -0.059
H -2.91664 1.13453 -2.23253 0.031 0.214 -0.028
H -4.92645 -0.25596 -2.23345 -0.169 0.127 -0.018
H -4.76557 -2.66507 -1.79985 -0.192 -0.109 0.047
H -2.59192 -3.67772 -1.26692 0.035 -0.160 0.029
H -0.58556 -2.31811 -1.23270 0.126 -0.113 0.087
H 0.90897 -2.02952 -2.21178 -0.065 -0.185 -0.065
H 3.32926 -2.32307 -2.10311 -0.087 -0.251 0.012
```
Forces are in eV/Å.

The value obtained for the HOMO energy is -5.8 eV. For the HOMO-LUMO gap, the calculation gives 2.9 eV. The charge is 0.

---

# 3
A molecular structure, C30H32AuBrNO2PSi in a non-equilibrium geometry. Source: OMol25; level of theory: ωB97M-V/def2-TZVPD.

```
69
Properties=species:S:1:pos:R:3:forces:R:3
Au -0.11173 -1.34118 -0.67566 0.653 0.880 0.656
Br 0.64906 1.19742 -2.98052 -0.096 -0.316 -0.206
C -0.21875 -0.37509 -3.67402 0.685 0.502 1.978
C -0.51840 -0.39176 -4.99615 -1.034 -1.533 -1.872
C -1.12826 -1.57703 -5.51029 0.799 1.326 1.211
C -1.37821 -2.59856 -4.60977 -0.306 -0.162 -0.706
C -1.04963 -2.49166 -3.27708 1.220 2.520 0.371
N -0.41631 -1.34564 -2.77957 -1.049 -1.721 -2.227
C -1.31362 -3.61646 -2.33701 0.063 -1.856 2.406
O -1.95459 -4.59027 -2.77171 -0.048 0.372 -0.715
O -0.83899 -3.53290 -1.15857 -0.500 -0.025 -1.473
H -0.29083 0.44543 -5.64209 -0.029 -0.013 0.170
H -1.38118 -1.66343 -6.55781 -0.012 0.020 -0.014
H -1.84651 -3.52325 -4.91793 -0.013 -0.017 0.081
C 1.22864 -2.56937 2.12913 -0.154 0.001 0.062
P 0.17578 -1.16312 1.58286 0.591 -0.507 0.876
C -1.50287 -1.58073 2.08045 -0.116 -0.185 -0.230
C -1.83880 -2.50446 3.05399 0.024 0.229 -0.051
C -3.15152 -2.93008 3.18398 -0.100 -0.362 0.306
C -4.11857 -2.45771 2.30347 -0.013 0.121 -0.093
C -3.80082 -1.52166 1.33904 -0.338 -0.317 0.074
C -2.49569 -1.03012 1.21822 0.187 0.179 0.053
C 0.69194 0.17616 2.63841 -0.340 -0.142 -0.504
C -0.26384 0.85866 3.36688 0.237 -0.246 0.177
C 0.02347 1.99265 4.10388 -0.622 0.462 0.349
C 1.33234 2.51955 4.04192 0.086 -0.052 0.027
C 2.30296 1.93806 3.30906 0.332 0.132 0.129
C 2.09156 0.72588 2.45038 0.067 0.057 -0.341
H 1.23531 -2.66277 3.21625 0.032 -0.067 0.040
H 2.24570 -2.39406 1.77346 -0.009 0.032 0.024
H 0.84718 -3.46999 1.64887 0.031 -0.094 0.024
H -1.07096 -2.89674 3.70970 0.028 -0.064 0.021
H -3.41669 -3.65484 3.94507 0.005 -0.025 0.012
H -5.14057 -2.81329 2.38288 -0.017 -0.011 0.020
H -4.57624 -1.14646 0.68478 -0.020 0.061 -0.034
H -1.37561 0.71586 0.77429 -0.135 0.026 -0.061
H -1.26502 0.44318 3.40634 -0.068 0.068 -0.061
H -0.73354 2.46972 4.71008 -0.086 0.028 0.022
H 1.57112 3.41561 4.60991 0.027 0.032 0.017
H 3.29296 2.37300 3.29147 0.139 0.145 0.046
H 2.84882 -0.03887 2.70812 0.025 -0.048 -0.044
C -2.09046 0.01882 0.33941 -0.152 0.543 0.112
C -2.71077 0.45968 -0.85837 0.257 -0.255 0.552
C -2.46118 1.76308 -1.33437 -0.083 0.238 -0.117
C -2.95974 2.19001 -2.54264 0.132 0.052 0.041
C -3.71581 1.33550 -3.33230 -0.259 0.127 -0.567
C -3.95104 0.03738 -2.89428 -0.091 0.027 -0.120
C -3.46548 -0.39739 -1.68425 -0.175 -0.084 -0.149
H -1.84395 2.41982 -0.73384 0.022 0.036 0.048
H -2.73512 3.19004 -2.89534 -0.004 0.081 0.006
H -4.08938 1.66632 -4.29342 -0.045 0.013 -0.055
H -4.50134 -0.64502 -3.52969 -0.061 -0.105 -0.039
H -3.58586 -1.43015 -1.39150 -0.071 -0.129 0.050
C 4.47671 1.21550 -1.29073 -0.197 0.305 0.466
Si 3.89500 1.91552 0.38889 0.115 -0.020 0.117
C 5.42573 1.69560 1.53814 -0.610 0.102 -0.263
C 3.55617 3.78405 0.14254 0.183 -0.652 0.090
C 2.30505 1.03514 0.94620 0.880 0.042 -0.121
H 5.35004 1.74375 -1.66762 0.163 0.147 -0.035
H 3.68478 1.30240 -2.02721 -0.183 -0.024 -0.190
H 4.73613 0.16369 -1.20828 -0.008 -0.208 0.071
H 6.27878 2.24353 1.14443 0.136 0.107 -0.183
H 5.71081 0.64877 1.61394 -0.014 -0.193 -0.028
H 5.24307 2.05755 2.54446 -0.067 0.048 0.170
H 4.46663 4.34640 -0.03699 0.283 0.116 -0.070
H 3.04725 4.22286 0.99428 -0.106 -0.034 0.229
H 2.91397 3.90745 -0.72389 -0.190 0.030 -0.210
H 1.45918 1.63702 0.60810 -0.094 0.098 -0.098
H 2.22177 0.08298 0.40961 0.108 0.159 -0.225
```
Forces are in eV/Å.

The value obtained for the HOMO energy is 0.2 eV. The energy above the lowest of the compared OMol25 structures with the same formula, charge and spin comes out at 40.5 kcal per mole. For the HOMO-LUMO gap, the calculation gives 4.1 eV. The charge is -2.

---

Which of these has the lowest charge?
C30H32AuBrNO2PSi